Entry 1:
This record from the Open Molecules 2025 dataset describes 4 unconnected molecules or ions with the total composition C27H54O14P3. The level of theory is ωB97M-V with the def2-TZVPD basis set.

Calculated values
net charge = -1
highest occupied orbital energy = -0.1348 hartree
HOMO-LUMO gap = 3.2 eV
2S+1 = 1

Structure (XYZ):
```
98
Properties=species:S:1:pos:R:3:lowdin_charge:R:1
O 0.7459 0.7531 -7.8112 -0.111
C 0.0023 -0.0394 -7.1474 -0.598
O -1.3700 0.2441 -7.0780 -0.250
C 0.5742 -1.3455 -6.3675 -0.127
C 0.4791 -2.6763 -7.3078 -0.177
C 1.1645 -2.2558 -8.7116 -0.182
C 2.7165 -2.1596 -8.7156 -0.031
C 3.4403 -1.7526 -10.0502 -0.082
C 2.5256 -1.4355 -11.2540 -0.119
C 0.9781 -1.5263 -11.2456 -0.072
C 0.2502 -1.9483 -9.9178 -0.011
H 1.7027 -1.1443 -6.2125 0.098
H 0.0582 -1.5278 -5.3678 0.092
H 1.0714 -3.5266 -6.8111 0.096
H -0.5939 -3.0431 -7.4267 0.105
H 3.2729 -2.3863 -7.7462 0.088
H 4.5870 -1.6812 -10.0682 0.076
H 3.0193 -1.1055 -12.2247 0.065
H 0.3342 -1.2615 -12.1582 0.078
H -0.8800 -2.0138 -9.8139 0.100
O -2.5481 -2.5791 -3.4776 -0.217
P -3.2496 -2.5779 -2.1154 0.716
O -4.6460 -3.3204 -2.6100 -0.225
C -4.6172 -4.7107 -2.8791 -0.309
C -4.7082 -5.5100 -1.5929 -0.093
O -3.7938 -1.0115 -2.2483 -0.263
C -2.9573 -0.0064 -2.8201 -0.304
C -3.4696 0.3715 -4.1939 -0.071
O -3.9068 -2.5925 -0.5338 -0.232
C -3.6658 -1.5092 0.3577 -0.304
C -4.9582 -0.7395 0.5577 -0.061
H -3.7171 -4.9755 -3.4409 0.107
H -5.4829 -4.9336 -3.5091 0.118
H -3.8112 -5.3681 -0.9828 0.065
H -4.8167 -6.5769 -1.8051 0.072
H -5.5604 -5.1807 -0.9914 0.079
H -1.9127 -0.3290 -2.8572 0.104
H -2.9962 0.8681 -2.1603 0.109
H -3.5120 -0.4966 -4.8528 0.077
H -2.8351 1.1297 -4.6549 0.078
H -4.4900 0.7602 -4.1248 0.072
H -2.8558 -0.8658 0.0021 0.102
H -3.3430 -1.9323 1.3154 0.112
H -5.3128 -0.3129 -0.3839 0.078
H -4.8226 0.0716 1.2789 0.072
H -5.7476 -1.4067 0.9114 0.079
O -3.7411 3.0205 3.1833 -0.231
P -2.3300 3.6188 3.1672 0.726
O -1.5201 2.2299 3.5597 -0.227
C -1.3735 1.2281 2.5680 -0.305
C -0.2336 1.5706 1.6279 -0.077
O -2.4420 4.2315 4.7119 -0.264
C -3.6582 4.8181 5.1606 -0.311
C -4.3340 3.8983 6.1563 -0.076
O -0.8000 4.3773 3.0616 -0.221
C -0.6297 5.7298 3.4750 -0.292
C 0.1995 5.7537 4.7458 -0.066
H -2.3077 1.0911 2.0160 0.095
H -1.1497 0.2912 3.0860 0.118
H -0.4715 2.4594 1.0362 0.071
H -0.0327 0.7431 0.9429 0.077
H 0.6781 1.7940 2.1897 0.076
H -4.3199 5.0583 4.3233 0.105
H -3.4069 5.7665 5.6482 0.114
H -4.5293 2.9180 5.7184 0.075
H -5.2776 4.3218 6.5049 0.075
H -3.6841 3.7299 7.0192 0.077
H -1.5895 6.2381 3.6023 0.109
H -0.0912 6.2553 2.6794 0.116
H -0.3076 5.2267 5.5579 0.074
H 0.3948 6.7810 5.0653 0.080
H 1.1503 5.2391 4.5896 0.079
O 5.6020 -0.1712 6.6893 -0.237
P 4.9344 0.0956 5.3352 0.718
O 3.5961 -0.8465 5.5829 -0.224
C 2.5851 -0.3762 6.4591 -0.305
C 1.6886 0.6248 5.7562 -0.084
O 5.8357 -1.0426 4.5200 -0.260
C 7.2181 -1.2044 4.8155 -0.310
C 7.4322 -2.4991 5.5719 -0.076
O 4.2460 0.5232 3.8285 -0.224
C 5.0703 0.7267 2.6834 -0.292
C 4.8369 -0.4077 1.7028 -0.062
H 3.0276 0.0600 7.3590 0.106
H 1.9946 -1.2447 6.7634 0.119
H 2.2397 1.5391 5.5167 0.068
H 0.8348 0.8902 6.3845 0.080
H 1.3186 0.2168 4.8113 0.077
H 7.6126 -0.3469 5.3684 0.104
H 7.7570 -1.2421 3.8625 0.115
H 6.8467 -2.5197 6.4926 0.074
H 8.4855 -2.6384 5.8220 0.075
H 7.0980 -3.3492 4.9714 0.078
H 6.1250 0.8225 2.9560 0.109
H 4.7706 1.6735 2.2222 0.115
H 5.1171 -1.3699 2.1385 0.075
H 5.4155 -0.2576 0.7875 0.083
H 3.7768 -0.4800 1.4499 0.080
```



Entry 2:
This record from the Open Molecules 2025 dataset describes 8 unconnected molecules or ions with the total composition C27H54O18. The level of theory is ωB97M-V with the def2-TZVPD basis set.

Calculated values
net charge = 0
highest occupied orbital energy = -0.3524 hartree
HOMO-LUMO gap = 9.7 eV
SMILES string = COC(=O)OC.COC(=O)OC.COC(=O)OC.COC(=O)OC.COC(=O)OC.C1CCOC1.C1CCOC1.C1CCOC1
2S+1 = 1

Structure (XYZ):
```
99
Properties=species:S:1:pos:R:3:lowdin_charge:R:1
C 3.9082 -1.2734 5.2361 -0.081
O 3.8796 -2.5098 4.5792 -0.008
C 3.4219 -3.6140 5.2408 -0.519
O 2.8519 -3.5411 6.3602 0.075
O 3.5453 -4.6758 4.4512 0.001
C 3.1328 -5.9672 4.8713 -0.039
H 2.9331 -0.8390 5.4564 0.094
H 4.4587 -0.4668 4.7520 0.093
H 4.3719 -1.3392 6.2203 0.094
H 2.0437 -5.9709 4.8276 0.095
H 3.5017 -6.2780 5.8488 0.103
H 3.3420 -6.7102 4.1018 0.093
C -3.9191 7.1546 -3.6562 -0.044
O -5.0483 7.8067 -3.1117 0.017
C -5.5864 8.7999 -3.7718 -0.622
O -5.2574 9.1357 -4.9280 0.076
O -6.6236 9.2080 -3.1308 0.016
C -7.3579 10.2887 -3.5785 -0.040
H -4.1688 6.8181 -4.6625 0.093
H -3.6273 6.2543 -3.1156 0.096
H -3.0984 7.8520 -3.8241 0.099
H -6.8686 10.8244 -4.3919 0.099
H -7.4242 10.9268 -2.6973 0.102
H -8.2767 9.7853 -3.8792 0.108
C -9.2351 -11.0246 1.8342 -0.047
O -8.0690 -10.3492 1.3443 -0.001
C -6.9298 -10.5677 2.0321 -0.549
O -6.8345 -11.1479 3.1393 0.071
O -5.9397 -9.9359 1.3971 0.000
C -4.5925 -9.9882 1.9399 -0.025
H -9.3483 -10.8697 2.9072 0.092
H -9.2026 -12.1110 1.7510 0.094
H -10.1212 -10.7122 1.2816 0.094
H -4.0168 -9.0834 1.7448 0.089
H -3.9853 -10.8627 1.7065 0.096
H -4.7117 -9.9409 3.0223 0.086
C -4.5719 -0.4883 5.4339 -0.045
O -4.0620 -1.7249 5.8809 -0.032
C -4.3516 -2.2377 7.1042 -0.522
O -5.0176 -1.7211 7.9920 0.114
O -3.9530 -3.5424 7.2062 -0.012
C -3.1731 -4.1898 6.2225 -0.066
H -4.9047 -0.5326 4.3969 0.093
H -3.7043 0.1655 5.3452 0.091
H -5.3078 -0.0315 6.0956 0.098
H -2.2136 -3.7040 6.0452 0.098
H -3.7268 -4.2524 5.2857 0.089
H -3.0988 -5.2478 6.4740 0.094
C 3.0199 1.8439 -8.5668 -0.041
O 1.9551 1.3965 -7.7238 -0.010
C 0.9640 2.2799 -7.5483 -0.598
O 0.9869 3.4643 -7.8631 0.112
O -0.0235 1.7951 -6.8163 0.011
C -0.3202 0.3957 -6.6991 -0.035
H 3.9035 1.2084 -8.6259 0.093
H 3.3147 2.8659 -8.3288 0.094
H 2.6620 1.8750 -9.5959 0.096
H 0.5215 -0.1843 -6.3204 0.089
H -0.6154 -0.0272 -7.6593 0.097
H -1.1255 0.2263 -5.9843 0.093
C 0.2987 -1.9874 -0.4665 -0.182
C 0.3735 -0.4656 -0.5879 -0.163
C -0.7823 -0.0604 0.3255 -0.209
O -1.7436 -1.0586 0.0465 -0.160
C -1.2012 -2.3064 -0.3895 -0.183
H 0.7852 -2.3005 0.4573 0.106
H 0.8116 -2.5572 -1.2414 0.108
H 0.1079 -0.1941 -1.6096 0.109
H 1.3496 -0.0290 -0.3764 0.110
H -1.2421 0.9063 0.1200 0.120
H -0.5115 -0.1092 1.3802 0.114
H -1.6287 -2.4828 -1.3766 0.117
H -1.3294 -3.1180 0.3267 0.114
C 8.4936 0.3895 -2.7710 -0.172
C 7.1351 -0.3174 -2.7104 -0.159
C 7.3260 -1.0030 -1.3495 -0.237
O 8.6642 -1.3897 -1.3086 -0.156
C 9.5180 -0.6205 -2.2000 -0.160
H 8.4425 1.2433 -2.0953 0.108
H 8.8853 0.7805 -3.7100 0.106
H 6.9030 -0.9164 -3.5910 0.110
H 6.3089 0.3731 -2.5413 0.105
H 6.6463 -1.8493 -1.2499 0.120
H 7.1690 -0.2744 -0.5542 0.116
H 9.9572 -1.3183 -2.9130 0.108
H 10.3913 -0.2312 -1.6767 0.111
C 3.0187 6.4545 0.1702 -0.167
C 2.7845 7.9615 -0.1213 -0.172
C 3.4099 8.6915 1.0488 -0.203
O 3.0998 7.7543 2.0487 -0.143
C 3.2386 6.4193 1.6499 -0.220
H 3.7700 6.0855 -0.5280 0.108
H 2.0730 5.9753 -0.0830 0.103
H 1.7321 8.2424 -0.1613 0.108
H 3.1980 8.2917 -1.0742 0.105
H 2.9254 9.6550 1.2071 0.123
H 4.4898 8.8245 0.9845 0.118
H 2.5516 5.7440 2.1598 0.126
H 4.2751 6.0878 1.7122 0.115
```



Max |F|: 9.1, 4.7 (eV/A)